Record 1
{"formula": "C2H5N3O", "method": "ωB97M-V/def2-TZVPD", "smiles": "C=NO/C=N/N", "total_charge": 0, "homo_energy_ev": -9.05, "e_tot_ha": -318.58910, "relative_energy_ev": 4.392, "spin_multiplicity": 1, "homo_lumo_gap_ev": 10.18, "symbols": ["O", "N", "N", "N", "C", "C", "H", "H", "H", "H", "H"], "coordinates": [[0.78259, 0.75458, 0.14363], [-2.64764, -0.15001, -0.02056], [1.41598, -0.49494, 0.08191], [-1.21899, -0.41917, 0.10937], [2.65827, -0.28918, -0.01708], [-0.55987, 0.66196, 0.02473], [-0.96089, 1.69642, -0.24849], [3.10398, 0.71606, -0.14290], [-3.02092, -0.55715, 0.85568], [3.36228, -1.14487, -0.03959], [-2.91480, -0.77369, -0.74670]]}

---

Record 2
{"formula": "BrCl3P2", "method": "ωB97M-V/def2-TZVPD", "total_charge": 0, "homo_energy_ev": [-9.31, -8.98], "e_tot_ha": -4637.28555, "relative_energy_ev": 2.892, "spin_multiplicity": 1, "homo_lumo_gap_ev": [6.07, 6.71], "symbols": ["Br", "Cl", "Cl", "Cl", "P", "P"], "coordinates": [[-3.19824, -0.55994, 0.37331], [2.57309, -1.32209, 0.80708], [-0.69834, 1.86780, -0.14627], [-0.25328, -0.55146, -1.75003], [1.92515, 0.56436, 0.62864], [-0.34837, 0.00134, 0.08728]]}

---

Record 3
{"formula": "C23H41IP2Pb", "method": "ωB97M-V/def2-TZVPD", "total_charge": 2, "homo_energy_ev": [-12.45, -12.45], "e_tot_ha": -2073.55400, "relative_energy_ev": 0.000, "spin_multiplicity": 1, "homo_lumo_gap_ev": [3.57, 3.78], "symbols": ["Pb", "I", "P", "P", "C", "C", "C", "C", "C", "C", "C", "C", "C", "C", "C", "C", "C", "C", "C", "C", "C", "C", "C", "C", "C", "C", "C", "H", "H", "H", "H", "H", "H", "H", "H", "H", "H", "H", "H", "H", "H", "H", "H", "H", "H", "H", "H", "H", "H", "H", "H", "H", "H", "H", "H", "H", "H", "H", "H", "H", "H", "H", "H", "H", "H", "H", "H", "H"], "coordinates": [[1.63256, -3.61697, 0.61337], [4.12126, -4.69194, 0.11552], [-1.37626, 1.30776, -3.56290], [-3.75365, -0.56952, -3.16033], [-0.69314, -1.58161, 4.17938], [-5.20984, 0.55148, -3.38114], [2.14931, 0.47420, -0.81124], [-0.57677, 1.70069, -0.26078], [0.19647, -1.10593, -1.42484], [3.33532, 1.50426, 3.66610], [1.94965, 1.42903, 0.10283], [0.18556, 1.41591, 3.92554], [-2.17324, 2.95168, -3.79108], [1.23735, -0.04777, -1.87203], [-0.15970, 1.41270, -4.94157], [-4.36943, -1.88485, -4.29477], [0.74384, 2.30723, 0.25114], [2.97581, -1.05098, 3.77019], [-0.56336, -0.81238, -0.16999], [2.49920, 0.28353, 3.70399], [1.92682, -3.34610, 4.28802], [-0.88491, 0.37893, 0.34676], [1.08571, 0.25263, 3.82887], [4.38314, -1.49070, 3.74758], [-2.62221, 0.23683, -4.41990], [1.85827, -1.89626, 3.97211], [0.68458, -1.10007, 3.96521], [2.22796, -3.48993, 5.34357], [4.68228, -1.92094, 4.72022], [-3.10356, 3.02628, -3.21885], [3.13056, -0.01926, -0.81412], [5.04853, -0.64050, 3.54102], [2.80505, 1.73346, 0.72114], [0.28898, 0.42491, -5.10793], [4.56400, -2.25373, 2.97063], [-4.78050, -1.45530, -5.21833], [-5.01639, 1.54249, -2.96043], [-1.49179, 3.72214, -3.41440], [-3.53705, -2.55318, -4.53879], [1.87333, -0.52410, -2.64025], [-0.65287, 1.75280, -5.86372], [0.63606, 2.11599, -4.66524], [-0.84285, -2.59216, 3.76317], [-1.42764, 0.39156, 1.29882], [-0.17400, 1.53421, 4.96178], [-0.50766, -1.23504, -2.26994], [-6.05418, 0.12069, -2.83450], [-0.57524, 1.64594, -1.35953], [-2.37484, 3.15274, -4.84907], [0.63119, 2.52939, 1.32442], [0.70306, 0.75164, -2.41188], [-3.21405, 0.84501, -5.13368], [3.55664, 1.87111, 4.68465], [0.70763, 2.33987, 3.64953], [2.68360, -3.86059, 3.68074], [-1.42259, -0.90126, 3.71117], [0.90450, 3.27442, -0.26135], [0.70680, -2.09131, -1.38067], [-5.48691, 0.64982, -4.43625], [4.29202, 1.30091, 3.16959], [-2.08634, -0.56555, -4.96150], [-0.89701, -1.70712, 0.37586], [-5.13970, -2.45937, -3.77091], [-0.92533, -1.63593, 5.26044], [-0.69828, 1.29820, 3.27983], [2.82136, 2.31222, 3.12516], [-1.39129, 2.39442, -0.00769], [0.95419, -3.83670, 4.15124]]}

---

Record 4
{"formula": "C5H11NO", "method": "ωB97M-V/def2-TZVPD", "total_charge": 0, "homo_energy_ev": -8.59, "e_tot_ha": -326.99531, "relative_energy_ev": 3.702, "spin_multiplicity": 1, "homo_lumo_gap_ev": 8.50, "symbols": ["O", "N", "C", "C", "C", "C", "C", "H", "H", "H", "H", "H", "H", "H", "H", "H", "H", "H"], "coordinates": [[-1.51220, 0.56603, 0.61876], [1.36864, 0.70711, 0.16130], [0.56503, -0.40762, -0.07990], [-1.72287, -1.21350, -0.92507], [1.13986, -1.59523, -0.35226], [0.93267, 2.05839, -0.13243], [-0.90679, -0.29402, -0.06483], [1.90335, 0.60959, 1.01626], [1.80445, 2.71305, -0.12066], [-0.27444, 0.29264, 2.61134], [-1.21175, -1.48190, -1.84525], [2.21029, -1.70528, -0.28260], [0.21391, 2.46702, 0.58884], [0.57117, -2.48393, -0.56044], [-2.68229, -0.74368, -1.13355], [-1.91318, -2.13060, -0.36517], [-0.95971, 0.54963, 1.98644], [0.47386, 2.09230, -1.12077]]}